# 1
The following is a DFT calculation (the ωB97M-V functional and the def2-TZVPD basis) of a cluster of 9 separate species, C53H55BrN12O4P2S3 in total in a non-equilibrium geometry.

Last column: Löwdin charge in e.
Positions of all 130 atoms, in Å:
C 2.31074 -1.37868 2.86683  -0.153
C 2.29131 -2.75364 2.18810  -0.502
S 1.00828 -3.07297 0.94242  0.866
C 0.47952 -1.44297 0.39658  -0.429
C -0.78163 -0.76177 0.93013  -0.117
C -1.35623 0.20930 0.15410  -0.198
C -0.64975 0.55996 -1.13375  -0.191
S 0.25645 2.10664 -0.96027  0.681
O 1.61379 1.87735 -1.38645  -0.349
O 0.07527 2.56773 0.39399  -0.354
C -2.54772 0.91041 0.55744  -0.377
P -3.47475 2.28076 -0.31953  0.576
O -2.78220 2.44960 -1.80416  -0.430
Br -5.24449 1.07805 -0.99225  0.385
C -3.10746 0.62665 1.77680  -0.318
P -4.58563 1.60530 2.33718  0.766
N -4.10668 2.19646 3.86088  -0.165
O -5.62521 0.41995 2.73902  -0.294
C -2.51880 -0.35657 2.60401  -0.186
N -3.09468 -0.60796 3.82057  0.115
C -2.51484 -1.47392 4.58873  -0.034
C -1.33027 -2.14291 4.17424  -0.288
N -0.71913 -3.06840 5.07884  0.122
C -1.11518 -4.21739 5.13230  -0.777
S -1.56459 -5.70067 5.22583  0.773
N -0.76466 -1.92812 3.04506  0.192
C -1.35822 -1.04186 2.20125  -0.128
H 1.36569 -0.85271 2.78967  0.033
H 3.07740 -0.74332 2.42349  0.049
H 2.51018 -1.49116 3.93166  0.081
H 3.24274 -2.89896 1.67384  0.037
H 2.20582 -3.54897 2.92666  0.061
H 1.30942 -0.74845 0.53571  0.094
H 0.33608 -1.62192 -0.66757  0.060
H -1.30965 0.59813 -1.98569  0.097
H 0.16579 -0.11258 -1.37268  0.074
H -0.26927 3.01354 -1.80978  0.072
H -2.97073 1.70407 -2.38810  0.022
H -3.32734 2.84003 3.76778  0.044
H -3.79923 1.46447 4.49500  0.026
H -5.49836 0.13292 3.65157  0.043
H -2.93217 -1.67655 5.56890  0.125
N 3.03639 -3.35930 -1.69034  0.047
C 3.84535 -2.40696 -2.14291  -0.153
C 4.61148 -2.52274 -3.29075  -0.069
C 4.53474 -3.70154 -4.01405  -0.078
C 3.67980 -4.69925 -3.56699  -0.076
C 2.95412 -4.47842 -2.40337  -0.158
H 3.89550 -1.50418 -1.54061  0.105
H 5.26095 -1.70762 -3.57876  0.079
H 5.12649 -3.83950 -4.90996  0.104
H 3.58285 -5.63466 -4.10145  0.098
H 2.28311 -5.23791 -2.01413  0.102
N 1.87282 1.79408 4.05882  0.060
C 2.99547 1.71962 4.76934  -0.162
C 4.26241 1.87651 4.22552  -0.071
C 4.37043 2.12432 2.86581  -0.123
C 3.21086 2.20557 2.11194  -0.052
C 1.99117 2.03578 2.75176  -0.153
H 2.87264 1.52220 5.82926  0.101
H 5.13971 1.80578 4.85445  0.105
H 5.34102 2.24984 2.40207  0.104
H 3.24051 2.38939 1.04573  0.105
H 1.07519 2.08203 2.17583  0.074
N 2.24996 6.40689 -3.06570  0.054
C 1.84400 5.43551 -2.25037  -0.149
C 0.98311 5.64243 -1.18189  -0.072
C 0.52160 6.92674 -0.94160  -0.073
C 0.93848 7.94707 -1.77982  -0.075
C 1.79794 7.63421 -2.82370  -0.158
H 2.22976 4.44311 -2.46147  0.098
H 0.68517 4.81810 -0.54757  0.071
H -0.14993 7.12671 -0.11671  0.107
H 0.60627 8.96548 -1.63225  0.100
H 2.14288 8.40671 -3.50234  0.102
N -6.72052 -0.98023 -4.11816  0.060
C -7.62746 -0.58499 -3.22711  -0.177
C -8.94405 -1.01741 -3.22616  -0.073
C -9.34315 -1.90978 -4.20935  -0.085
C -8.41238 -2.33036 -5.14496  -0.096
C -7.11760 -1.83865 -5.05480  -0.162
H -7.27415 0.11416 -2.47695  0.013
H -9.63543 -0.66264 -2.47409  0.100
H -10.36284 -2.27202 -4.24418  0.104
H -8.67759 -3.02830 -5.92659  0.099
H -6.36055 -2.15128 -5.76352  0.098
N 7.76583 -0.76013 -3.24376  0.039
C 9.02019 -1.13344 -3.48763  -0.152
C 10.02804 -0.25445 -3.85507  -0.069
C 9.71642 1.08901 -3.98271  -0.075
C 8.41360 1.49439 -3.74088  -0.062
C 7.48155 0.53553 -3.37808  -0.161
H 9.22721 -2.19291 -3.37871  0.105
H 11.03055 -0.61754 -4.03435  0.101
H 10.47440 1.80726 -4.26669  0.106
H 8.12231 2.53160 -3.82995  0.105
H 6.45288 0.81692 -3.17762  0.110
N 6.51299 0.14959 0.64507  0.073
C 7.14293 -0.75502 -0.10493  -0.152
C 7.11634 -2.11738 0.15513  -0.067
C 6.40181 -2.56618 1.25359  -0.074
C 5.74207 -1.63695 2.04353  -0.074
C 5.82870 -0.29687 1.69700  -0.151
H 7.68090 -0.36508 -0.95794  0.072
H 7.63658 -2.80562 -0.49706  0.101
H 6.35436 -3.62196 1.48810  0.107
H 5.16960 -1.94141 2.90973  0.099
H 5.32068 0.45838 2.28836  0.045
N -5.08988 5.78458 8.22731  0.049
C -4.22479 6.64141 7.69120  -0.161
C -3.71051 6.51257 6.40944  -0.077
C -4.11525 5.43161 5.64304  -0.087
C -5.01380 4.52819 6.18594  -0.081
C -5.46950 4.75287 7.47723  -0.157
H -3.93015 7.47299 8.32203  0.101
H -3.01142 7.24289 6.02544  0.099
H -3.73842 5.29599 4.63698  0.096
H -5.35176 3.67219 5.61964  0.074
H -6.17650 4.07087 7.93722  0.101
N -6.57782 -5.21405 -5.41898  0.061
C -6.12682 -6.22944 -6.15169  -0.153
C -6.25264 -7.56080 -5.78456  -0.075
C -6.88038 -7.85597 -4.58549  -0.082
C -7.35345 -6.81000 -3.81018  -0.070
C -7.17936 -5.51314 -4.26959  -0.151
H -5.63875 -5.95992 -7.08213  0.103
H -5.86718 -8.34260 -6.42431  0.100
H -6.99850 -8.88170 -4.26104  0.105
H -7.84880 -6.99153 -2.86627  0.101
H -7.54040 -4.66816 -3.69260  0.098

Properties
highest occupied orbital energy	-0.28242	hartree
max |F|	1.15	eV/A
electronic energy	-203048.676	eV
LUMO	-0.77	eV

=====

# 2
The following is a DFT calculation (the ωB97M-V functional and the def2-TZVPD basis) of a structure of composition C4H10N2 in a non-equilibrium geometry.

Last column: natural (NBO) charge in e.
Positions of all 16 atoms, in Å:
C -0.70108 0.49735 -1.01832  -0.464
C 0.84675 1.70850 0.93524  -0.442
C -0.34897 -1.88073 1.08983  -0.724
C -0.00096 -0.47068 0.90525  0.452
N 0.15379 -0.36985 -1.83823  -0.868
N 0.64959 0.41123 1.41202  -0.378
H -0.12871 -0.36705 -2.81369  0.349
H 1.11476 -0.04820 -1.80788  0.348
H -1.00149 1.42354 -1.53410  0.177
H -1.65316 -0.00008 -0.82629  0.177
H 1.89545 1.91107 0.71518  0.200
H 0.42764 2.46279 1.60179  0.203
H 0.09597 1.42903 -0.18636  0.217
H -1.38992 -1.95903 1.41029  0.246
H 0.29308 -2.36484 1.82957  0.243
H -0.25275 -2.38306 0.12568  0.266

Properties
highest occupied orbital energy	-0.29314	hartree
max |F|	1.61	eV/A
electronic energy	-7285.910	eV
LUMO	0.90	eV
relative energy (zero: lowest compared OMol25 entry of this formula, charge and spin)	454.4	kJ/mol

=====

# 3
The following is a DFT calculation (the ωB97M-V functional and the def2-TZVPD basis) of an isolated molecule of C9H16 in a non-equilibrium geometry.

Last column: natural (NBO) charge in e.
Positions of all 25 atoms, in Å:
C -0.63694 0.48371 -0.85079  -0.040
C -0.06134 -0.89641 -0.52170  -0.228
C -0.17554 -1.50285 0.84561  -0.219
C 0.86592 0.06134 -1.19467  -0.208
C -0.39891 -0.69190 2.14654  -0.428
C 0.84200 -1.51191 1.95017  -0.419
C -1.74558 0.43298 -1.87905  -0.601
C -0.74360 1.69891 0.03574  -0.610
C 2.07821 0.60212 -0.51680  -0.616
H -0.30801 -1.68507 -1.24676  0.217
H -0.78587 -2.41226 0.80789  0.218
H 1.07463 -0.09638 -2.24990  0.205
H -1.17502 -1.07550 2.79938  0.211
H -0.27171 0.37656 2.22367  0.215
H 0.93433 -2.42612 2.52654  0.209
H 1.77808 -0.98458 1.82781  0.212
H -0.91720 2.59145 -0.57878  0.214
H -1.95869 -0.58751 -2.21392  0.208
H -1.50073 1.03708 -2.75643  0.204
H -2.67752 0.81582 -1.44562  0.211
H 0.14716 1.91211 0.62866  0.209
H -1.59687 1.61070 0.71425  0.208
H 2.91974 -0.08727 -0.64582  0.217
H 1.95003 0.77168 0.55383  0.201
H 2.36341 1.56328 -0.95985  0.209

Properties
SMILES	C[C@H]1[C@@H](C2CC2)C1(C)C
highest occupied orbital energy	-0.32088	hartree
max |F|	2.19	eV/A
electronic energy	-9590.323	eV
LUMO	1.04	eV
relative energy (zero: lowest compared OMol25 entry of this formula, charge and spin)	85.8	kJ/mol

=====

- Which value of LUMO does entry 3 give?
  1.04 eV

=====

- Look up the max |F| of the second one.
  1.61 eV/A

=====

- The lowest electronic energy belongs to which entry?
  C53H55BrN12O4P2S3